# C5H25NO10

A cluster of 9 separate species, C5H25NO10 in total at a distorted geometry (ωB97M-V/def2-TZVPD, the Open Molecules 2025 dataset).

```
41
Properties=species:S:1:pos:R:3
C 0.79299 3.50246 -0.35243
N -0.51465 2.92593 -0.64252
C -1.64558 3.25453 0.06610
O -2.62740 2.55841 0.04929
C 1.66393 2.73052 0.61015
C 0.85900 2.23598 1.82020
C 1.58053 1.48031 2.87932
O 1.11015 0.44928 3.28984
H 1.35970 3.79043 -1.23890
H 0.56635 4.47851 0.09433
H -0.30282 1.96759 -0.88376
H -1.45169 4.20246 0.59393
H 2.57135 3.25613 0.94416
H 2.28895 1.92400 0.20515
H 0.08034 1.58592 1.44053
H 0.32798 3.10884 2.20856
H 2.52472 1.85860 3.29953
H -1.95499 -1.18070 -3.95754
H -2.26888 0.27364 -4.14059
O -1.51911 -0.31250 -3.98655
H -3.39967 -1.93291 -2.17497
H -1.88014 -2.29868 -2.04634
O -2.70748 -2.52436 -2.47726
H -0.65064 -0.96151 2.94441
H -1.90635 -0.18170 3.22361
O -1.33060 -0.44608 2.49905
H 2.27582 -3.14218 1.96181
H 1.97252 -2.85538 0.42326
O 1.75950 -3.43093 1.20761
H 3.44997 -1.94350 -0.68302
H 2.13991 -1.38921 -1.21161
O 2.59506 -1.61031 -0.38799
H -1.24332 -0.11263 0.06085
H -1.83125 0.27732 -1.16368
O -1.45825 -0.54030 -0.78712
H -1.14364 -3.61903 0.39353
H -0.05780 -4.34640 1.14322
O -0.97422 -4.45684 0.83929
H 0.14518 -3.48362 -1.52690
H 0.12712 -2.24445 -2.52198
O 0.67744 -2.84764 -2.01458
```

Summary:
Energy above the lowest of the compared OMol25 structures with the same formula, charge and spin, kcal/mol: 55.3
HOMO level, eV: -10.180
Multiplicity: 1
Kohn-Sham gap, hartree: 0.384
LUMO level, eV: 0.28
SMILES: O=CCCCNC=O.O.O.O.O.O.O.O.O
Net charge: 0

# CH2ClNO2S2

A structure of composition CH2ClNO2S2 at a distorted geometry (ωB97M-V/def2-TZVPD, the Open Molecules 2025 dataset).

```
9
Properties=species:S:1:pos:R:3
C 1.86091 -0.15320 -0.17748
N 0.79023 0.32862 -0.73702
O -2.13231 0.30450 0.26619
O -1.44495 -1.44526 -1.47390
S 3.44893 0.46617 -0.43774
S -1.16784 -0.63404 -0.30475
Cl 1.67940 -1.78212 0.52726
H 0.74665 1.26041 -1.09858
H -0.62543 -1.56521 0.85042
```

Summary:
Energy above the lowest of the compared OMol25 structures with the same formula, charge and spin, kcal/mol: 65.3
HOMO level (alpha / beta), eV: -8.972 / -8.973
Multiplicity: 1
Kohn-Sham gap (alpha / beta), hartree: 0.248 / 0.248
LUMO level (alpha / beta), eV: -2.22 / -2.22
Net charge: 0

# C2H4N4

The molecule C2H4N4 at a distorted geometry (ωB97M-V/def2-TZVPD, the Open Molecules 2025 dataset).

```
10
Properties=species:S:1:pos:R:3
C 1.01361 0.83552 0.91904
N 0.06959 -0.01708 0.22569
N -0.36685 -1.24705 0.40942
C -1.22090 -1.35289 -0.60476
N -1.29150 -0.24151 -1.35798
N -0.46832 0.58991 -0.81613
H 0.70954 1.04172 1.95063
H 0.85984 1.67530 0.21478
H 2.02659 0.41932 0.92764
H -1.81289 -2.22130 -0.83403
```

Summary:
Energy above the lowest of the compared OMol25 structures with the same formula, charge and spin, kcal/mol: 39.0
HOMO level, eV: -10.723
Multiplicity: 1
Kohn-Sham gap, hartree: 0.431
LUMO level, eV: 1.01
SMILES: Cn1ncnn1
Net charge: 0

Which of these has the lowest energy above the lowest of the compared OMol25 structures with the same formula, charge and spin?
C2H4N4